Here is C13H22N8O7SV as an isolated structure from the Open Molecules 2025 dataset. Energies are from ωB97M-V with the def2-TZVPD basis set.

Each line ends with the Mulliken spin population.
Positions of all 52 atoms, in Å:
C (-2.08907, -2.33533, -3.04656)  -0.003
H (-3.38592, 5.62748, 1.17514)  0.000
C (-2.67471, -0.48387, -4.50146)  -0.001
H (-2.05298, -3.40156, -2.88082)  0.000
H (0.12832, -2.30883, 2.16426)  0.000
H (-2.87119, 3.87850, -2.15496)  0.000
S (-0.09596, 2.53951, 1.31250)  -0.009
C (1.24497, -0.56362, 2.72895)  -0.005
H (1.07240, 0.41201, 3.19098)  0.000
H (2.98197, 0.49502, -2.44957)  -0.001
H (0.94119, 1.45190, -2.13282)  0.003
C (-1.28859, 3.57712, 0.64700)  0.002
C (-2.63906, -1.83357, -4.23013)  0.004
O (-3.08977, -3.95329, -4.97870)  0.001
N (1.72759, -0.34156, 1.36230)  -0.007
H (1.97586, -1.23303, 0.93884)  0.003
H (2.08681, -0.64342, -1.66839)  0.002
H (-2.05667, 6.75806, 0.91224)  0.000
C (-2.41927, 5.75810, 0.67740)  0.000
N (-2.01293, 3.21839, -0.39717)  -0.002
H (1.96813, -1.10816, 3.34564)  0.000
N (-3.16572, -2.76220, -5.22113)  0.000
H (2.55805, 0.23809, 1.34830)  0.000
O (-3.00598, 2.21794, -4.63208)  0.001
C (-2.57021, 5.55354, -0.82182)  0.000
O (-3.63091, -2.29730, -6.24765)  0.001
C (-1.58851, -1.47086, -2.10528)  -0.001
H (-3.96095, 3.89769, -0.76286)  0.000
N (1.46610, 1.19205, -1.30121)  -0.013
C (-0.87818, -2.00877, -0.88019)  0.009
H (-1.62688, 5.79018, -1.31787)  0.000
N (-1.46056, 4.79058, 1.18725)  0.001
O (0.32417, -1.57086, -0.73542)  0.002
C (-2.93725, 4.10294, -1.09034)  0.000
C (-0.05123, -1.34893, 2.65296)  0.007
C (-1.67820, -0.05971, -2.28233)  -0.005
O (-1.27564, 2.50742, -3.40843)  0.001
H (-3.33692, 6.21540, -1.22161)  0.000
O (-1.37895, 0.75386, -1.32333)  -0.013
N (-1.03487, -0.63339, 1.82405)  0.004
O (-1.44293, -2.80457, -0.13233)  -0.006
N (-2.15181, 1.79548, -3.88264)  0.000
C (-2.16492, 0.38016, -3.54769)  0.005
H (-1.55729, 0.04501, 2.36449)  0.002
H (-3.08095, -0.10814, -5.42765)  0.000
H (-0.85574, 5.01976, 1.95547)  -0.001
H (1.85461, 2.03648, -0.90255)  0.003
H (-1.83242, 2.29178, -0.78891)  0.003
N (2.52829, 0.26615, -1.57439)  0.002
V (0.01461, 0.31170, 0.11816)  1.011
H (-0.43594, -1.54827, 3.65700)  0.000
H (-1.67992, -1.31723, 1.43125)  0.003

Values from the calculation:
Multiplicity: 2
⟨S²⟩: 0.77
Calculated total energy in eV: -76611.795